ORCA calculation (ωB97M-V/def2-TZVPD) on a molecular structure, C30H27F3IrN4O6Si.

Computed properties:
E_LUMO (spin up / spin down) in eV: -0.41 / -3.63
Energy relative to the best compared isomer or geometry (same formula, charge and spin) in kcal/mol: 27.9
Orbital gap (spin up / spin down) in eV: 7.2 / 4.0
Spin multiplicity: 6
E_HOMO (spin up / spin down) in Ha: -0.2802 / -0.2797

Atoms and positions in Å:
1 Ir -0.60 0.06 -0.31
2 Si -0.15 -1.81 2.30
3 F -3.25 -0.27 -0.70
4 F -0.08 2.81 -1.04
5 F -2.08 2.14 -1.62
6 O 5.19 -3.49 -2.41
7 O 6.18 0.49 -2.02
8 O -0.58 -1.22 -1.87
9 O 0.76 -2.60 -2.98
10 O 5.44 -0.07 -4.10
11 O 6.87 -2.62 -1.26
12 N 1.35 -0.97 1.84
13 N 1.49 0.22 -1.02
14 N -1.35 -1.31 1.07
15 N -0.58 1.36 1.32
16 C -0.33 3.43 3.15
17 C -0.04 -3.68 2.30
18 C 2.93 -0.67 -2.69
19 C -0.76 1.74 -1.54
20 C 0.63 2.47 3.06
21 C -1.47 3.33 2.34
22 C 3.84 -0.85 1.28
23 C 3.61 1.21 -1.37
24 C 2.46 -2.79 0.63
25 C -3.61 -1.20 0.18
26 C 3.38 -3.10 -0.31
27 C 2.67 -1.72 1.67
28 C -4.45 -3.05 2.05
29 C 1.73 -0.66 -2.01
30 C 3.91 0.26 -2.34
31 C -5.35 -2.54 1.10
32 C -4.92 -1.61 0.17
33 C 2.39 1.16 -0.73
34 C -0.63 -1.20 3.99
35 C 4.76 -1.22 0.36
36 C -1.54 2.29 1.44
37 C 0.49 1.38 2.17
38 C 4.60 -2.39 -0.42
39 C -2.64 -1.70 1.11
40 C 3.06 -2.33 3.04
41 C 5.56 -2.86 -1.46
42 C 5.34 0.22 -2.91
43 C 1.46 0.35 2.23
44 C -3.14 -2.64 2.05
45 C 0.59 -1.60 -2.33
46 H 0.94 -4.09 2.51
47 H 3.97 -2.92 2.93
48 H 1.53 -3.34 0.63
49 H 2.37 0.63 2.75
50 H 3.13 -1.43 -3.44
51 H 2.13 1.86 0.05
52 H 0.19 -1.43 4.68
53 H -0.41 1.56 -2.56
54 H -4.78 -3.77 2.78
55 H 2.28 -2.96 3.47
56 H 3.19 -3.89 -1.02
57 H -2.36 2.21 0.74
58 H -0.71 -4.05 3.08
59 H 4.02 0.05 1.86
60 H -1.53 -1.68 4.36
61 H 1.51 2.51 3.70
62 H -0.22 4.26 3.84
63 H 3.27 -1.52 3.75
64 H -2.48 -3.05 2.79
65 H -2.27 4.05 2.38
66 H -5.59 -1.19 -0.57
67 H 5.62 -0.58 0.18
68 H -6.38 -2.87 1.10
69 H -0.80 -0.12 4.02
70 H 7.01 -2.12 -0.44
71 H -0.39 -4.09 1.35
72 H 4.36 1.94 -1.10


ORCA calculation (ωB97M-V/def2-TZVPD) on a molecular structure, C12H19BBr30GaO.

Computed properties:
Charge: -1
E_LUMO in eV: 1.25
Energy relative to the best compared isomer or geometry (same formula, charge and spin) in kcal/mol: 0.0
Orbital gap in eV: 5.7
E_HOMO in Ha: -0.1648

Atoms and positions in Å:
1 Br 1.32 8.04 -1.23
2 Br -2.94 4.07 1.10
3 Br 1.44 -5.90 -7.16
4 Br -5.50 0.01 5.09
5 Br -4.41 -2.94 4.63
6 Br 5.25 -0.96 -4.91
7 Br 3.60 -3.54 -7.04
8 Br -0.82 -1.45 5.66
9 Br -3.57 -5.83 -4.70
10 Br -1.49 6.53 -0.88
11 Br 5.11 0.74 -2.24
12 Br 4.75 -2.42 -2.13
13 Br 0.74 1.28 6.23
14 Br 4.60 -3.78 5.19
15 Br -0.36 7.16 -3.78
16 Br -1.90 1.27 4.44
17 Br -1.41 -3.83 -5.91
18 Br 1.26 6.11 1.77
19 Br 0.63 1.27 -2.88
20 Br 2.74 -1.44 4.12
21 Br -0.82 -5.42 -3.18
22 Br 4.05 -1.23 7.02
23 Br 1.05 -3.27 -8.94
24 Br -5.93 -1.43 2.28
25 Br 0.48 -1.89 -2.93
26 Br 1.45 3.39 3.46
27 Br -4.76 3.34 3.60
28 Br -2.20 5.16 4.00
29 Br 0.45 -0.27 -5.67
30 Br 1.28 3.31 0.27
31 Ga -2.18 -1.40 0.86
32 O -0.88 1.30 1.35
33 C 3.34 -2.40 5.66
34 C 0.98 -0.27 0.77
35 C 1.53 -1.71 0.97
36 C 0.78 4.25 1.87
37 C -0.06 -0.27 -3.81
38 C 2.31 -4.47 -8.13
39 C -4.78 -1.25 3.81
40 C -0.45 7.74 -1.95
41 C -3.62 4.66 2.80
42 C 4.47 -0.82 -3.16
43 C -1.70 -5.43 -4.89
44 C -0.34 0.28 4.98
45 B -0.58 -0.03 1.02
46 H -0.16 1.86 0.99
47 H -4.21 5.55 2.63
48 H 1.54 0.42 1.44
49 H -1.27 -6.24 -5.47
50 H -1.14 -0.22 -3.76
51 H -0.30 4.20 1.94
52 H -3.38 -0.67 0.04
53 H 0.26 0.13 4.10
54 H 3.40 -0.71 -3.29
55 H 1.39 -2.36 0.09
56 H 2.47 -2.89 6.09
57 H 1.21 0.03 -0.27
58 H 1.12 -2.21 1.87
59 H -2.79 -1.71 2.34
60 H -0.96 8.69 -1.94
61 H 2.86 -4.94 -8.93
62 H -3.83 -0.86 3.45
63 H -1.73 -2.76 0.12
64 H 2.63 -1.63 1.11


ORCA calculation (ωB97M-V/def2-TZVPD) on a molecular structure, C40H43N4PPbSb.

Computed properties:
Charge: +1
E_LUMO in eV: -2.22
Orbital gap in eV: 8.3
E_HOMO in Ha: -0.3862

Atoms and positions in Å:
1 Pb -0.62 -1.19 -0.84
2 Sb -1.13 -0.52 2.67
3 P -0.19 1.73 -2.33
4 N 0.31 0.69 -1.29
5 N 0.08 -4.21 -0.84
6 N 1.54 -1.27 0.30
7 N 1.07 -2.05 -2.49
8 C 1.08 1.51 2.18
9 C 2.60 4.50 -1.31
10 C -2.15 -0.43 4.54
11 C -4.65 2.82 -1.93
12 C -1.96 2.16 -2.23
13 C -3.03 0.63 4.75
14 C -0.57 -0.43 -5.75
15 C 1.54 -3.98 3.47
16 C 2.42 -1.80 -1.94
17 C 1.13 0.67 4.43
18 C 1.87 3.32 -1.43
19 C 2.74 2.32 3.73
20 C -3.69 0.75 5.97
21 C -2.57 2.08 -0.98
22 C 1.02 -2.69 3.40
23 C -1.03 -3.57 2.52
24 C -3.91 2.40 -0.83
25 C -3.48 -0.19 6.97
26 C -2.61 -1.25 6.76
27 C 2.22 1.49 4.71
28 C -1.94 -1.36 5.54
29 C 0.46 0.05 -6.56
30 C 1.04 1.66 -4.87
31 C -4.04 2.90 -3.18
32 C 0.27 4.46 -2.82
33 C -0.27 -2.47 2.92
34 C 1.00 5.63 -2.70
35 C 0.56 0.67 3.16
36 C -2.71 2.57 -3.33
37 C 0.85 -3.40 -3.03
38 C -0.78 0.14 -4.50
39 C 1.25 1.09 -6.12
40 C 2.16 5.65 -1.94
41 C 0.70 3.30 -2.19
42 C 0.02 1.19 -4.05
43 C 0.77 -5.07 3.07
44 C 0.94 -4.50 -1.98
45 C -0.52 -4.86 2.61
46 C 2.53 -2.07 -0.44
47 C 2.17 2.33 2.46
48 H -1.60 -0.22 -3.88
49 H 1.67 2.48 -4.54
50 H -4.38 2.34 0.14
51 H 2.55 3.00 1.70
52 H 2.05 1.47 -6.75
53 H -1.99 1.76 -0.12
54 H 0.65 6.54 -3.18
55 H 0.36 -4.72 -0.01
56 H 0.62 -0.39 -7.54
57 H -4.00 -0.10 7.92
58 H 2.54 -4.14 3.85
59 H 1.63 -1.86 3.74
60 H -1.21 -1.23 -6.09
61 H -5.69 3.07 -1.82
62 H 2.19 2.41 -0.94
63 H 0.71 -5.45 -2.47
64 H -0.88 -4.48 -1.03
65 H -2.25 2.62 -4.31
66 H 1.56 -3.62 -3.83
67 H 0.72 0.04 5.22
68 H -0.65 4.46 -3.40
69 H 2.73 6.57 -1.84
70 H -1.14 -5.70 2.31
71 H 2.35 -3.11 -0.20
72 H 3.51 4.51 -0.72
73 H -0.16 -3.41 -3.46
74 H 0.92 -1.38 -3.23
75 H 3.55 -1.83 -0.13
76 H -3.21 1.37 3.98
77 H 1.17 -6.07 3.14
78 H -4.62 3.22 -4.04
79 H 2.66 1.48 5.70
80 H -2.04 -3.42 2.15
81 H 1.72 -0.28 0.18
82 H -4.38 1.57 6.13
83 H 0.63 1.55 1.19
84 H 3.58 2.96 3.95
85 H -1.26 -2.19 5.39
86 H -2.44 -1.98 7.54
87 H 2.63 -0.74 -2.10
88 H 3.18 -2.38 -2.47
89 H 1.57 -1.51 1.29
90 H 1.97 -4.58 -1.64


ORCA calculation (ωB97M-V/def2-TZVPD) on a molecular structure, C32H28BrN4O3RbS2.

Computed properties:
Charge: -2
E_LUMO in eV: 3.87
Energy relative to the best compared isomer or geometry (same formula, charge and spin) in kcal/mol: 12.9
Orbital gap in eV: 5.5
E_HOMO in Ha: -0.0613

Atoms and positions in Å:
1 Rb -0.11 0.37 0.15
2 Br -3.09 -0.16 -1.23
3 S 4.55 -0.64 2.20
4 S 2.97 1.30 0.46
5 O -0.66 2.01 2.02
6 O -0.44 -0.83 -2.07
7 O -3.26 3.52 4.94
8 N -3.17 1.30 1.38
9 N 1.99 -1.48 -0.65
10 N -2.97 1.86 2.56
11 N 3.04 -1.47 0.30
12 C 1.62 -3.27 -3.78
13 C 3.74 -2.32 -2.14
14 C -4.62 0.51 -0.36
15 C -7.87 -0.30 -2.04
16 C 0.77 -3.69 -4.79
17 C -0.64 1.98 7.00
18 C -0.49 -3.10 -4.87
19 C 7.81 0.58 1.25
20 C 8.12 2.13 -0.56
21 C -8.55 -0.87 -3.10
22 C -5.88 0.38 -0.81
23 C -1.80 2.67 6.65
24 C -7.85 -1.42 -4.16
25 C -4.36 1.19 0.91
26 C -6.47 -0.25 -2.00
27 C -0.88 -2.15 -3.96
28 C 6.35 0.50 -0.64
29 C -1.58 2.51 2.79
30 C 2.31 -1.98 -1.79
31 C -1.30 2.33 4.30
32 C 8.50 1.64 0.68
33 C 0.18 1.47 6.01
34 C -2.11 2.84 5.31
35 C -5.77 -0.80 -3.08
36 C 7.03 1.56 -1.21
37 C 5.98 -1.15 1.24
38 C -0.04 -1.71 -2.88
39 C 1.28 -2.31 -2.82
40 C 3.38 -0.34 0.81
41 C -6.46 -1.38 -4.14
42 C 6.73 -0.01 0.60
43 C -0.15 1.65 4.68
44 H -3.77 2.37 2.94
45 H -3.70 3.82 5.74
46 H 3.95 -2.06 -3.17
47 H -2.45 3.08 7.42
48 H 8.10 0.21 2.23
49 H -5.89 -1.80 -4.96
50 H -0.39 1.85 8.05
51 H 1.09 -4.45 -5.50
52 H 9.34 2.08 1.21
53 H 1.09 0.94 6.27
54 H -1.18 -3.39 -5.66
55 H -4.70 -0.79 -3.10
56 H 8.65 2.96 -1.01
57 H 5.48 0.08 -1.13
58 H -8.42 0.13 -1.21
59 H 0.47 1.31 3.86
60 H -1.86 -1.69 -4.01
61 H -6.63 0.82 -0.15
62 H 3.94 -3.39 -2.02
63 H 4.43 -1.80 -1.48
64 H -9.63 -0.89 -3.09
65 H -1.80 3.60 2.62
66 H 6.70 1.95 -2.16
67 H 2.60 -3.72 -3.72
68 H -5.24 1.58 1.44
69 H -8.37 -1.87 -5.00
70 H 5.66 -1.89 0.50
71 H 6.65 -1.66 1.94


ORCA calculation (ωB97M-V/def2-TZVPD) on a single C6H3I2N5O3 molecule.

Computed properties:
E_LUMO in eV: -0.92
Orbital gap in eV: 8.4
E_HOMO in Ha: -0.3440

Atoms and positions in Å:
1 I -3.07 -0.58 0.65
2 I 1.89 -0.83 0.97
3 O -0.35 2.94 2.32
4 O 0.60 -1.31 -2.80
5 O -1.58 1.63 -0.75
6 N 0.42 0.56 -1.53
7 N 0.44 1.98 0.36
8 N -0.45 0.65 1.97
9 N -0.75 -1.49 -1.00
10 N 2.50 3.24 -0.10
11 C 1.58 2.62 0.05
12 C -0.15 -0.26 0.97
13 C -0.10 1.96 1.71
14 C -1.04 -1.00 0.23
15 C -0.41 1.40 -0.74
16 C 0.07 -0.78 -1.90
17 H 1.05 0.90 -2.25
18 H -1.19 0.53 2.59
19 H -1.48 -2.08 -1.47


ORCA calculation (ωB97M-V/def2-TZVPD) on a gas-phase ion, C4H10NOS (charge -1).

Computed properties:
Charge: -1
E_LUMO in eV: 3.19
Energy relative to the best compared isomer or geometry (same formula, charge and spin) in kcal/mol: 55.7
Orbital gap in eV: 5.9
E_HOMO in Ha: -0.0996

Atoms and positions in Å:
1 S -1.11 2.00 0.89
2 O 1.39 -1.78 0.85
3 N 0.84 -0.93 -1.30
4 C -1.58 -0.73 -0.90
5 C 0.02 0.56 0.55
6 C -0.23 -0.02 -0.84
7 C 1.87 -1.29 -0.27
8 H -1.69 -1.19 -1.90
9 H 2.55 -1.98 -0.84
10 H 0.39 -1.80 -1.54
11 H -0.46 2.87 0.11
12 H -2.40 0.00 -0.84
13 H 1.02 0.95 0.62
14 H -0.18 -0.18 1.31
15 H -1.58 -1.50 -0.12
16 H -0.28 0.80 -1.57
17 H 2.48 -0.34 -0.16


Maximum force: 0.0185; 0.0172; 0.0026; 0.0147; 0.0943; 0.0216 (Eh/bohr)